{
  "formula": "C5H12O2",
  "method": "ωB97M-V with the def2-TZVPD basis set",
  "elements": ["C", "C", "C", "O", "C", "C", "O", "H", "H", "H", "H", "H", "H", "H", "H", "H", "H", "H", "H"],
  "positions_angstrom": [[2.326, 0.195, 1.334], [0.885, 0.619, 1.065], [0.310, -0.078, -0.169], [0.396, -1.486, -0.067], [-1.154, 0.306, -0.444], [-1.580, -0.105, -1.845], [-1.913, -0.380, 0.554], [2.382, -0.887, 1.479], [2.972, 0.450, 0.484], [2.730, 0.688, 2.224], [0.250, 0.392, 1.932], [0.831, 1.706, 0.909], [0.915, 0.200, -1.043], [-0.354, -1.731, 0.500], [-1.279, 1.392, -0.313], [-1.278, -1.140, -2.031], [-2.667, -0.020, -1.973], [-1.110, 0.537, -2.597], [-2.801, -0.533, 0.211]],
  "lowdin_charge": [-0.1047, -0.2090, -0.3786, -0.0300, -0.3877, -0.0432, -0.0400, 0.0716, 0.0758, 0.0696, 0.1175, 0.1149, 0.1534, 0.0950, 0.1444, 0.0879, 0.0807, 0.0865, 0.0959],
  "homo_lumo_gap_ev": 10.86,
  "lumo_energy_ev": 0.824,
  "e_homo_ev": -10.0,
  "relative_energy_kcal_mol": 12.4,
  "smiles": "CC[C@@H](O)[C@@H](C)O"
}